Entry 1:
Density functional theory data (ωB97M-V/def2-TZVPD) for C44H66ClN3O3W as an isolated structure.

Each line ends with the Löwdin charge.
Atoms and positions in Å:
W1 1.096 -0.462 -0.327  1.935
C1 0.911 -3.858 0.377  -0.065
N1 1.649 -2.795 1.094  -0.270
C2 3.034 -3.273 1.290  -0.073
C3 1.089 -2.673 2.455  -0.173
C4 -0.272 -2.006 2.430  -0.139
N2 -0.209 -0.671 1.793  -0.185
C5 0.346 0.245 2.817  -0.106
C6 0.704 1.633 2.369  -0.145
C7 0.180 2.736 3.019  0.030
C8 0.692 4.011 2.799  -0.139
C9 1.799 4.114 1.967  0.059
C10 2.349 3.035 1.279  -0.077
C11 1.737 1.782 1.427  -0.228
O1 2.045 0.662 0.699  -0.241
C12 3.601 3.192 0.430  -0.527
C13 4.664 2.212 0.952  -0.019
C14 3.252 2.856 -1.025  -0.031
C15 4.171 4.611 0.482  -0.043
C16 0.108 5.202 3.538  -0.554
C17 0.303 4.974 5.044  -0.030
C18 0.781 6.522 3.152  -0.050
C19 -1.389 5.322 3.220  -0.037
C20 -1.613 -0.274 1.542  -0.114
C21 -2.334 -1.139 0.533  -0.123
C22 -3.663 -1.429 0.778  0.033
C23 -4.421 -2.206 -0.094  -0.131
C24 -3.779 -2.676 -1.226  0.046
C25 -2.439 -2.429 -1.523  -0.070
C26 -1.699 -1.646 -0.622  -0.194
O2 -0.375 -1.351 -0.773  -0.280
C27 -1.921 -3.053 -2.814  -0.525
C28 -2.764 -2.523 -3.988  -0.021
C29 -0.460 -2.736 -3.136  -0.056
C30 -2.044 -4.582 -2.731  -0.018
C31 -5.862 -2.540 0.246  -0.552
C32 -6.549 -3.397 -0.820  -0.049
C33 -6.659 -1.237 0.402  -0.032
C34 -5.866 -3.318 1.571  -0.031
H1 0.890 -4.784 0.962  0.116
H2 1.399 -4.079 -0.573  0.089
H3 -0.119 -3.557 0.181  0.073
H4 3.043 -4.121 1.980  0.111
H5 3.638 -2.473 1.717  0.101
H6 3.483 -3.605 0.357  0.091
H7 1.795 -2.101 3.064  0.123
H8 0.988 -3.662 2.925  0.145
H9 -0.647 -1.910 3.459  0.151
H10 -0.991 -2.625 1.885  0.128
H11 1.272 -0.202 3.197  0.136
H12 -0.364 0.309 3.654  0.143
H13 -0.608 2.592 3.744  0.123
H14 2.266 5.075 1.859  0.094
H15 4.306 1.180 0.922  0.068
H16 4.924 2.449 1.982  0.100
H17 5.560 2.288 0.341  0.094
H18 3.100 1.777 -1.127  0.042
H19 4.062 3.156 -1.685  0.099
H20 2.352 3.393 -1.326  0.096
H21 4.416 4.898 1.501  0.095
H22 3.475 5.334 0.062  0.094
H23 5.084 4.654 -0.105  0.095
H24 1.355 4.820 5.271  0.096
H25 -0.253 4.109 5.395  0.080
H26 -0.041 5.843 5.597  0.093
H27 1.836 6.518 3.410  0.090
H28 0.313 7.337 3.697  0.095
H29 0.669 6.723 2.089  0.091
H30 -1.923 4.395 3.405  0.074
H31 -1.535 5.606 2.180  0.084
H32 -1.833 6.094 3.842  0.094
H33 -1.635 0.776 1.228  0.127
H34 -2.161 -0.337 2.495  0.144
H35 -4.111 -1.054 1.684  0.123
H36 -4.341 -3.274 -1.920  0.102
H37 -2.793 -1.434 -3.982  0.089
H38 -3.784 -2.889 -3.957  0.087
H39 -2.324 -2.849 -4.926  0.096
H40 -0.324 -1.672 -3.302  0.060
H41 -0.194 -3.254 -4.056  0.102
H42 0.214 -3.074 -2.348  0.064
H43 -3.061 -4.912 -2.548  0.085
H44 -1.415 -4.974 -1.935  0.088
H45 -1.719 -5.016 -3.673  0.097
H46 -6.578 -2.890 -1.781  0.092
H47 -7.576 -3.578 -0.514  0.095
H48 -6.062 -4.363 -0.932  0.091
H49 -6.625 -0.658 -0.519  0.093
H50 -6.274 -0.624 1.212  0.078
H51 -7.698 -1.466 0.618  0.094
H52 -5.261 -4.219 1.483  0.094
H53 -6.880 -3.611 1.826  0.095
H54 -5.473 -2.718 2.387  0.078
N3 -1.507 2.935 -1.400  0.256
C35 -0.732 1.866 -1.360  -0.449
O3 -0.281 1.408 -0.288  -0.060
C36 -0.378 1.144 -2.625  -0.123
C37 0.984 0.453 -2.374  -0.194
H55 -1.745 3.440 -0.559  0.141
H56 -1.877 3.281 -2.272  0.142
H57 -0.362 1.828 -3.478  0.137
H58 -1.175 0.408 -2.805  0.120
H59 1.737 1.228 -2.562  0.072
H60 1.147 -0.256 -3.191  0.050
Cl1 5.855 -0.686 -6.370  0.723
C38 4.978 -0.834 -4.897  -0.666
C39 5.500 -0.311 -3.722  -0.083
C40 4.818 -0.467 -2.527  -0.038
C41 3.598 -1.141 -2.470  -0.308
C42 2.905 -1.438 -1.161  -0.195
C43 3.095 -1.662 -3.666  -0.065
C44 3.760 -1.503 -4.866  -0.080
H61 6.447 0.202 -3.745  0.113
H62 5.273 -0.090 -1.622  0.112
H63 3.693 -1.306 -0.389  0.077
H64 2.713 -2.521 -1.243  0.058
H65 2.180 -2.237 -3.658  0.095
H66 3.348 -1.913 -5.775  0.114

Results
Orbital gap, eV: 6.275
Charge: +2
HOMO level, eV: -13.03

---

Entry 2:
Density functional theory data (ωB97M-V/def2-TZVPD) for an isolated molecule of C7H10.

Each line ends with the natural charge from an NBO analysis.
Atoms and positions in Å:
C1 -2.158 -0.568 -0.244  -0.358
C2 -1.704 0.818 -0.465  -0.366
C3 -0.684 -0.227 -0.052  -0.264
C4 0.542 -0.727 -0.808  -0.415
C5 1.238 -0.591 0.571  -0.361
C6 1.933 0.779 0.766  -0.594
C7 -0.090 -0.336 1.291  0.158
H1 -2.390 -1.193 -1.101  0.222
H2 -2.697 -0.792 0.671  0.234
H3 -1.595 1.169 -1.488  0.223
H4 -1.952 1.583 0.265  0.230
H5 0.443 -1.764 -1.152  0.211
H6 0.934 -0.111 -1.628  0.201
H7 1.888 -1.404 0.913  0.221
H8 2.523 1.039 -0.120  0.216
H9 2.576 0.753 1.652  0.226
H10 1.192 1.573 0.930  0.217

Results
Orbital gap, eV: 8.614
Charge: 0
HOMO level, eV: -8.24

---

Entry 3:
Density functional theory data (ωB97M-V/def2-TZVPD) for C3H3O3Pr as an isolated structure.

Each line ends with the Löwdin spin population.
Atoms and positions in Å:
C1 -0.241 -2.069 -0.088  -0.005
C2 -1.038 -1.012 0.162  0.001
O1 -0.649 0.244 0.254  -0.018
Pr1 -1.575 2.473 0.872  3.025
H1 0.820 -1.938 -0.315  0.000
H2 -0.674 -3.066 -0.157  0.000
H3 -2.116 -1.197 0.311  0.000
O2 1.115 3.016 0.057  -0.002
C3 1.808 2.148 -0.313  0.000
O3 2.551 1.400 -0.782  0.000

Results
Orbital gap (alpha / beta), eV: 5.381 / 5.380
Charge: +1
HOMO level (alpha / beta), eV: -10.74 / -10.78
Spin multiplicity: 4

---

Entry 4:
Density functional theory data (ωB97M-V/def2-TZVPD) for an isolated molecule of C3H4FI.

Each line ends with the natural charge from an NBO analysis.
Atoms and positions in Å:
F1 1.226 1.806 -0.176  -0.352
C1 0.297 0.909 0.401  0.205
C2 0.300 -0.530 0.132  -0.485
C3 -0.921 0.157 -0.506  -0.442
I1 -2.919 0.121 0.018  0.159
H1 -0.033 1.355 1.395  0.199
H2 0.914 -0.867 -0.728  0.247
H3 0.229 -1.409 0.925  0.241
H4 -0.819 0.281 -1.567  0.228

Results
Orbital gap, eV: 9.649
SMILES string: F[C@@H]1C[C@H]1I
Charge: 0
HOMO level, eV: -9.14

---

Entry 5:
Density functional theory data (ωB97M-V/def2-TZVPD) for C12H24Cl2CrO12 as an isolated structure.

Each line ends with the natural charge from an NBO analysis.
Atoms and positions in Å:
Cr1 23.494 -13.574 -4.438  1.173
Cl1 22.288 -13.716 -2.351  -0.707
Cl2 24.622 -13.317 -6.769  -0.749
C1 20.917 -17.833 -6.865  -0.257
O1 21.321 -16.555 -6.358  -0.476
C2 22.214 -16.463 -5.409  1.033
O2 22.740 -15.438 -5.120  -0.648
O3 22.511 -17.627 -4.851  -0.509
C3 23.461 -17.667 -3.811  -0.255
H1 19.993 -18.073 -6.346  0.195
H2 21.658 -18.622 -6.740  0.203
H3 20.799 -17.750 -7.943  0.203
H4 24.400 -17.165 -4.064  0.193
H5 23.742 -18.709 -3.676  0.200
H6 23.101 -17.220 -2.885  0.203
C4 22.777 -9.954 -6.586  -0.256
O4 21.453 -10.129 -6.094  -0.486
C5 21.152 -11.259 -5.485  1.023
O5 21.926 -12.155 -5.252  -0.677
O6 19.874 -11.237 -5.152  -0.483
C6 19.383 -12.289 -4.321  -0.267
H7 23.498 -10.296 -5.844  0.195
H8 22.909 -8.907 -6.844  0.197
H9 22.894 -10.545 -7.497  0.208
H10 19.167 -13.219 -4.841  0.192
H11 18.434 -11.878 -3.968  0.193
H12 19.999 -12.455 -3.439  0.222
C7 23.424 -10.364 -1.677  -0.254
O7 24.699 -10.037 -2.273  -0.483
C8 25.045 -10.759 -3.315  1.023
O8 24.504 -11.773 -3.674  -0.674
O9 25.990 -10.145 -3.994  -0.478
C9 26.447 -10.725 -5.186  -0.278
H13 22.687 -10.343 -2.479  0.193
H14 23.274 -9.520 -1.008  0.197
H15 23.397 -11.309 -1.144  0.219
H16 25.793 -10.605 -6.058  0.204
H17 26.518 -11.816 -5.192  0.212
H18 27.393 -10.255 -5.444  0.196
C10 27.415 -14.967 -5.145  -0.275
O10 27.266 -15.455 -3.797  -0.478
C11 26.147 -15.176 -3.173  1.021
O11 25.214 -14.611 -3.694  -0.688
O12 26.126 -15.788 -2.014  -0.487
C12 25.141 -15.365 -1.056  -0.273
H19 28.488 -14.869 -5.304  0.192
H20 26.911 -14.068 -5.485  0.237
H21 27.115 -15.826 -5.749  0.192
H22 25.216 -15.998 -0.181  0.202
H23 24.156 -15.298 -1.519  0.231
H24 25.398 -14.342 -0.770  0.187

Results
Orbital gap (alpha / beta), eV: 8.132 / 9.260
Charge: 0
HOMO level (alpha / beta), eV: -7.57 / -8.70
Spin multiplicity: 5

---

Energy? In order: -2633.0385 -272.5416 -858.5702 -514.1921 -3339.5031 hartree.
Energy relative to the best compared isomer or geometry (same formula, charge and spin)? In order: 9.54 110.72 0.00 20.39 0.00 kcal per mole.